(1)
31
Properties=species:S:1:pos:R:3:mulliken_charge:R:1 method="wB97M-V/def2-TZVPD" homo_ev="-19.23 / -19.23" s2=3.7526 lumo_energy_ev="-13.98 / -13.85" homo_lumo_gap_ev="5.24 / 5.38" charge=+3 spin_multiplicity=4
O -0.038 -3.322 -0.624 -0.0186
C 0.148 -2.192 -0.373 0.1913
Er 1.215 0.068 0.793 1.1972
O -3.910 -0.133 -2.438 -0.1041
C -2.862 -0.037 -1.951 0.1079
C 2.348 -0.022 -1.239 0.3643
O 3.185 -0.065 -2.071 -0.0250
C 0.045 2.400 -0.145 0.0971
O -0.156 3.472 -0.347 0.0671
C -0.410 0.937 3.079 -0.8513
N -0.237 -0.415 2.411 0.3549
C -1.355 -1.274 2.794 -0.6048
N -1.459 -1.427 4.276 0.0924
C -1.610 -0.112 4.930 -0.6636
N -0.475 0.787 4.558 0.0985
C 0.772 0.168 5.062 -0.7538
N 0.974 -1.167 4.446 0.0740
C 1.040 -1.036 2.951 -0.3427
C -0.210 -2.022 4.795 -0.7151
H -1.345 1.371 2.724 0.3409
H 0.427 1.593 2.809 0.6418
H -1.282 -2.254 2.360 0.3896
H -2.310 -0.809 2.464 0.3567
H -1.646 -0.219 6.022 0.3511
H -2.556 0.365 4.562 0.3228
H 1.640 0.827 4.810 0.3148
H 0.703 0.046 6.161 0.3726
H 1.184 -2.024 2.523 0.4877
H 1.913 -0.388 2.686 0.1624
H -0.257 -2.100 5.920 0.3573
H -0.059 -3.016 4.359 0.3365

***

(2)
27
Properties=species:S:1:pos:R:3:mulliken_charge:R:1 method="wB97M-V/def2-TZVPD" homo_ev=-8.54 lumo_energy_ev=0.17 homo_lumo_gap_ev=8.71 smiles="CN[C@H](C(=O)O)[C@H](I)c1ccc(O)cc1"
C 3.135 -2.199 0.987 -1.0498
N 2.442 -1.456 -0.100 -0.3460
C 1.139 -0.875 0.119 0.2765
C 0.092 -1.850 -0.519 0.4488
O -1.066 -2.038 -0.193 -0.5887
O 0.745 -2.567 -1.479 -0.5559
C 0.910 0.445 -0.686 -1.5007
I 2.508 1.803 -0.043 0.0700
C -0.487 1.085 -0.341 0.6179
C -1.404 1.001 -1.315 -0.3144
C -2.714 1.346 -1.188 -0.8884
C -3.096 1.918 0.112 0.9858
O -4.347 2.246 0.404 -0.5516
C -2.159 1.899 1.144 -0.6666
C -0.829 1.471 0.936 -0.3238
H 2.711 -3.174 1.222 0.3032
H 4.099 -2.217 0.644 0.3721
H 3.058 -1.774 1.974 0.3223
H 3.172 -0.745 -0.506 0.3508
H 0.696 -0.749 1.091 0.4400
H 1.708 -2.140 -1.515 0.5597
H 1.156 0.343 -1.712 0.5317
H -1.067 0.800 -2.355 0.2502
H -3.423 1.290 -1.960 0.4873
H -4.419 2.493 1.382 0.2984
H -2.471 2.322 2.177 0.0787
H -0.090 1.323 1.720 0.3927

***

(3)
26
Properties=species:S:1:pos:R:3:mulliken_charge:R:1 method="wB97M-V/def2-TZVPD" homo_ev=-8.25 lumo_energy_ev=-0.12 homo_lumo_gap_ev=8.12 smiles="CCSC(=S)Nc1ccc(I)c(C)c1"
C -1.538 -0.452 5.448 -1.3393
C -1.185 0.288 4.226 -0.2823
S -1.112 -0.884 2.759 -0.1748
C -0.646 0.172 1.394 0.1715
S -0.665 1.876 1.544 -0.2987
N -0.070 -0.478 0.280 -0.1833
C 0.071 0.016 -1.002 0.8687
C -0.547 1.151 -1.555 -0.5349
C -0.278 1.480 -2.891 -0.5022
C 0.591 0.741 -3.672 -0.5770
I 1.013 1.464 -5.730 0.0234
C 1.201 -0.388 -3.134 1.0576
C 2.217 -1.180 -3.898 -1.6001
C 0.910 -0.731 -1.816 -0.5666
H -1.700 0.233 6.261 0.3681
H -2.483 -0.986 5.297 0.3587
H -0.734 -1.135 5.731 0.3466
H -1.999 1.027 4.033 0.3503
H -0.228 0.788 4.353 0.3894
H 0.326 -1.397 0.423 0.2289
H -1.273 1.736 -0.985 0.3098
H -0.719 2.376 -3.354 0.2909
H 2.478 -2.132 -3.408 0.3378
H 1.836 -1.402 -4.874 0.4350
H 3.164 -0.566 -4.012 0.3202
H 1.371 -1.619 -1.416 0.2024

***

(4)
27
Properties=species:S:1:pos:R:3:mulliken_charge:R:1 method="wB97M-V/def2-TZVPD" homo_ev="-8.47 / -8.47" lumo_energy_ev="0.51 / 0.51" homo_lumo_gap_ev="8.99 / 8.99"
C 3.997 0.041 -0.394 -1.2687
C 2.738 0.204 -0.038 0.6793
C 1.921 1.346 -0.423 -0.3514
C 0.571 0.798 -0.080 -0.0122
N -0.529 1.503 -0.269 0.5791
O -0.706 2.624 -0.737 -0.7158
O -1.871 0.992 0.188 -0.3462
C -2.389 -0.190 -0.263 0.6650
O -3.510 -0.450 0.503 -0.3578
C -4.339 0.529 1.225 -0.6960
N -2.017 -1.137 -0.957 -0.4071
C -0.869 -1.735 -1.371 -0.3310
C 0.383 -1.605 -0.903 -0.5413
C 0.589 -0.649 0.370 0.1079
C 1.958 -0.767 0.854 -1.3955
H 4.607 0.777 -1.004 0.2511
H 4.480 -0.753 -0.037 0.3877
H 2.114 2.269 0.185 0.2677
H 1.975 1.685 -1.465 0.3425
H -3.713 1.271 1.675 0.3249
H -4.774 -0.014 2.011 0.2779
H -5.013 0.988 0.580 0.2859
H -1.178 -2.330 -2.253 0.3652
H 1.191 -2.329 -1.090 0.3297
H -0.179 -0.942 1.050 0.7030
H 2.428 -1.708 0.755 0.5529
H 2.136 -0.418 1.886 0.3031

***

(5)
26
Properties=species:S:1:pos:R:3:mulliken_charge:R:1 method="wB97M-V/def2-TZVPD" homo_ev=-9.53 lumo_energy_ev=0.52 homo_lumo_gap_ev=10.05 smiles="C=C(C)n1cnnn1.c1ccccc1"
C 1.798 1.831 -1.358 -0.9652
C 1.654 1.315 -0.145 1.0068
C 1.025 2.014 1.019 -1.6107
N 2.082 0.006 0.110 0.5371
C 2.091 -0.707 1.269 -0.0164
N 2.583 -1.890 1.021 -0.3955
N 2.872 -1.906 -0.277 -0.4669
N 2.587 -0.808 -0.829 -0.3589
H 2.252 1.264 -2.152 0.3578
H 1.466 2.829 -1.576 0.2857
H 0.217 1.409 1.436 0.3929
H 1.756 2.198 1.806 0.4096
H 0.619 2.966 0.695 0.3660
H 1.759 -0.353 2.219 0.4619
C -2.668 -1.513 0.779 -0.3914
C -2.642 -0.128 0.765 -0.4119
C -2.035 0.539 -0.286 -0.3977
C -1.461 -0.182 -1.318 -0.3218
C -1.487 -1.565 -1.304 -0.4506
C -2.092 -2.234 -0.254 -0.4012
H -3.141 -2.036 1.598 0.3853
H -3.097 0.427 1.573 0.3869
H -2.014 1.619 -0.305 0.4526
H -0.980 0.339 -2.134 0.3681
H -1.032 -2.121 -2.111 0.3949
H -2.112 -3.313 -0.241 0.3827

***

(6)
27
Properties=species:S:1:pos:R:3:mulliken_charge:R:1 method="wB97M-V/def2-TZVPD" homo_ev=-9.06 lumo_energy_ev=0.53 homo_lumo_gap_ev=9.59 smiles=CCCOc1nnnn1-c1ccccc1
C -4.838 -0.950 -0.005 -0.9945
C -3.396 -1.055 0.620 -0.3415
C -2.326 -1.037 -0.540 -0.6688
O -0.956 -0.686 -0.290 -0.2531
C -0.803 0.581 -0.300 0.5263
N -1.570 1.575 -0.081 -0.1970
N -0.875 2.672 0.249 -0.6248
N 0.348 2.355 0.178 -0.2193
N 0.412 0.892 -0.071 0.3554
C 1.580 0.208 0.093 0.5869
C 2.765 0.823 -0.094 -0.4542
C 3.941 0.053 -0.101 -0.4472
C 3.934 -1.321 -0.031 -0.4238
C 2.713 -1.914 0.261 -0.2399
C 1.582 -1.255 0.329 -0.3868
H -5.039 -1.790 -0.847 0.2096
H -5.561 -1.320 0.785 0.3342
H -4.884 0.079 -0.650 0.2827
H -3.342 -0.175 1.069 0.3592
H -3.344 -1.925 1.400 0.3232
H -2.721 -0.122 -1.113 0.2889
H -2.396 -1.930 -1.288 0.3739
H 2.919 1.833 -0.371 0.4537
H 4.863 0.549 -0.065 0.4110
H 4.829 -2.092 -0.368 0.2126
H 2.585 -3.081 0.036 0.1826
H 0.626 -1.809 0.414 0.3505

***

(7)
24
Properties=species:S:1:pos:R:3:mulliken_charge:R:1 method="wB97M-V/def2-TZVPD" homo_ev="-13.35 / -13.35" lumo_energy_ev="-4.66 / -4.66" homo_lumo_gap_ev="8.69 / 8.69" charge=+1
C 2.201 -1.766 1.588 -0.4152
C 2.823 -1.559 0.380 -0.5866
C 0.854 -1.361 1.867 -0.8563
C 2.205 -0.696 -0.483 -0.4407
C 0.214 -0.574 0.951 0.8914
C 0.948 -0.177 -0.191 0.3818
C -1.207 -0.095 1.118 -0.4138
C -1.854 -0.079 -0.251 -0.8322
C 0.331 0.885 -1.043 -0.7000
C -1.749 2.194 -1.275 -0.7506
N -1.116 0.840 -1.147 0.7969
O -0.744 0.257 -2.325 -0.5723
H 2.808 -2.313 2.240 0.4263
H 3.685 -2.206 0.062 0.3617
H 0.594 -1.825 2.831 0.3581
H 2.747 -0.154 -1.205 0.4008
H -1.821 -0.726 1.820 0.4321
H -1.114 1.037 1.380 0.1637
H -2.043 -1.040 -0.710 0.3766
H -2.888 0.192 -0.166 0.4264
H 0.877 1.680 -1.516 0.5522
H -1.311 2.749 -2.191 0.3007
H -2.851 2.098 -1.430 0.3260
H -1.589 2.639 -0.303 0.3730

***

(8)
25
Properties=species:S:1:pos:R:3:mulliken_charge:R:1 method="wB97M-V/def2-TZVPD" homo_ev="-1.81 / -1.82" lumo_energy_ev="3.66 / 3.66" homo_lumo_gap_ev="5.48 / 5.48" smiles="CCN([O-])[C@@H](C=O)c1ccccc1" charge=-1
C 1.555 -0.057 -3.313 -1.2012
C 0.081 -0.094 -2.752 -0.4823
N 0.033 -0.759 -1.381 0.1115
O -1.254 -1.217 -1.191 -0.8530
C 0.600 0.016 -0.268 0.3274
C 0.529 1.607 -0.579 -0.1119
O -0.436 2.324 -0.384 -0.5060
C -0.031 -0.212 1.028 -0.0350
C 0.694 -0.573 2.229 -0.4588
C 0.020 -0.632 3.472 -0.7007
C -1.351 -0.317 3.539 -0.1460
C -2.113 0.144 2.418 -0.8710
C -1.409 0.016 1.266 0.0733
H 2.086 0.757 -2.934 0.2673
H 2.139 -0.903 -3.013 0.3420
H 1.487 -0.155 -4.354 0.4147
H -0.339 0.868 -2.763 0.3778
H -0.559 -0.818 -3.431 0.3449
H 1.674 -0.181 -0.088 0.1285
H 1.257 2.055 -1.338 0.2601
H 1.733 -0.696 2.125 0.3535
H 0.529 -1.072 4.261 0.4072
H -1.734 -0.423 4.577 0.2521
H -3.169 0.313 2.527 0.3874
H -2.021 0.009 0.349 0.3183